Below is a 3-piece molecular cluster, C39H71ClIN3O4P overall, with properties calculated with ωB97M-V with the def2-TZVPD basis set.

## Properties
* HOMO-LUMO gap: 0.2711 Eh
* LUMO level: -3.2 eV
* DFT total energy: -3092.36816 Eh
* charge: +1

Cartesian coordinates (Å):
C1 -3.45 -1.61 0.03
C2 -2.74 -0.64 0.19
C3 -1.90 0.65 0.32
P1 -2.68 1.26 1.99
O1 -3.13 -0.16 2.77
Cl1 -1.28 2.11 3.26
N1 -0.49 0.12 0.29
O2 -0.23 -0.32 1.61
C4 0.11 -1.62 1.67
N2 0.13 -2.76 1.87
C5 0.43 1.19 -0.28
N3 1.50 0.40 -0.83
C6 2.25 0.83 -2.01
C7 2.54 0.03 0.16
C8 3.03 -1.45 0.04
O3 3.01 0.79 0.96
C9 -0.58 2.15 -1.07
C10 -0.16 2.79 -2.43
C11 -1.03 3.43 -3.33
C12 -0.43 3.50 -0.19
C13 0.92 4.27 -0.43
C14 1.30 5.02 0.91
C15 2.24 4.15 1.82
C16 2.34 4.78 3.26
C17 2.79 3.72 4.33
C18 1.57 3.17 5.19
C19 1.31 4.00 6.50
C20 -0.02 4.82 6.32
C21 -2.09 1.55 -1.03
C22 -2.45 0.71 -2.31
C23 -1.33 -0.28 -2.81
C24 -1.61 -1.81 -2.60
I1 -1.18 -0.07 -5.00
C25 -3.26 2.47 -0.56
C26 -3.88 3.34 -1.79
C27 -3.42 4.88 -1.80
O4 -4.82 4.35 -1.38
H1 -4.27 -2.29 -0.20
H2 -2.57 -0.23 3.57
H3 -0.45 -0.74 -0.27
H4 0.77 1.77 0.62
H5 3.10 0.15 -2.25
H6 1.64 0.91 -2.94
H7 2.72 1.84 -1.84
H8 3.96 -1.51 -0.58
H9 2.27 -2.09 -0.47
H10 3.17 -1.87 1.05
H11 0.91 2.87 -2.74
H12 -1.04 4.54 -3.29
H13 -1.63 2.91 -4.10
H14 -0.68 3.36 0.88
H15 -1.23 4.16 -0.61
H16 0.77 5.04 -1.22
H17 1.77 3.62 -0.71
H18 0.40 5.27 1.52
H19 1.85 5.96 0.68
H20 1.86 3.10 1.94
H21 3.27 4.13 1.40
H22 3.05 5.63 3.29
H23 1.31 5.13 3.55
H24 3.25 2.82 3.84
H25 3.55 4.12 5.04
H26 1.70 2.09 5.42
H27 0.68 3.30 4.54
H28 2.16 4.67 6.77
H29 1.10 3.26 7.31
H30 -0.24 5.43 7.23
H31 -0.88 4.14 6.13
H32 0.03 5.51 5.44
H33 -3.43 0.19 -2.19
H34 -2.63 1.38 -3.18
H35 -0.30 -0.08 -2.47
H36 -1.29 -2.09 -1.57
H37 -0.91 -2.37 -3.27
H38 -2.67 -2.10 -2.74
H39 -4.18 1.91 -0.29
H40 -3.02 3.30 0.12
H41 -4.03 2.85 -2.79
H42 -3.82 5.52 -2.61
H43 -3.15 5.27 -0.80
C28 6.08 -2.19 2.25
C29 7.54 -2.13 1.83
C30 7.74 -2.26 0.31
C31 7.26 -3.58 -0.29
C32 7.90 -4.84 0.29
C33 9.41 -4.90 0.09
H44 5.62 -3.15 2.01
H45 6.00 -2.05 3.33
H46 5.50 -1.40 1.76
H47 8.11 -2.91 2.35
H48 7.96 -1.18 2.15
H49 8.79 -2.11 0.08
H50 7.20 -1.44 -0.18
H51 7.46 -3.56 -1.37
H52 6.17 -3.66 -0.19
H53 7.45 -5.71 -0.19
H54 7.67 -4.92 1.36
H55 9.66 -4.86 -0.98
H56 9.81 -5.84 0.49
H57 9.92 -4.08 0.60
C34 -6.42 -2.39 -3.45
C35 -6.98 -3.19 -2.28
C36 -6.19 -4.46 -1.98
C37 -6.16 -5.49 -3.11
C38 -7.53 -5.98 -3.57
C39 -8.32 -6.70 -2.48
H58 -6.47 -2.95 -4.39
H59 -7.00 -1.47 -3.59
H60 -5.38 -2.10 -3.27
H61 -8.03 -3.43 -2.47
H62 -6.96 -2.55 -1.39
H63 -6.59 -4.92 -1.08
H64 -5.15 -4.18 -1.75
H65 -5.57 -6.35 -2.78
H66 -5.63 -5.08 -3.97
H67 -7.39 -6.67 -4.41
H68 -8.13 -5.15 -3.97
H69 -7.76 -7.56 -2.10
H70 -9.27 -7.06 -2.88
H71 -8.55 -6.04 -1.64

***

Below is a 13-piece molecular cluster, C39H73Br10N7O16 overall, with properties calculated with ωB97M-V with the def2-TZVPD basis set.

## Properties
* HOMO-LUMO gap: 0.0899 Eh
* LUMO level: -4.5 eV
* DFT total energy: -28856.21301 Eh
* charge: 0

Cartesian coordinates (Å):
C1 -0.91 3.63 4.80
C2 -1.90 3.43 3.63
C3 -3.25 2.77 4.07
C4 -4.30 2.79 2.92
C5 -4.61 4.33 2.65
C6 -3.43 5.23 2.26
N1 -2.20 4.87 3.14
O1 -1.25 5.83 3.11
C7 -3.79 6.73 2.68
C8 -3.03 4.99 0.78
C9 -1.25 2.56 2.55
H1 -1.31 4.27 5.58
H2 -0.03 4.11 4.38
H3 -0.51 2.72 5.24
H4 -3.74 3.13 4.97
H5 -3.13 1.71 4.26
H6 -5.27 2.34 3.16
H7 -3.88 2.25 2.07
H8 -4.99 4.61 3.64
H9 -5.43 4.34 1.94
H10 -4.86 6.84 2.49
H11 -3.29 7.50 2.09
H12 -3.63 6.93 3.74
H13 -2.21 5.64 0.47
H14 -3.88 5.27 0.15
H15 -2.67 4.01 0.46
H16 -0.19 2.80 2.43
H17 -1.67 2.55 1.54
H18 -1.20 1.50 2.82
C10 3.24 -4.83 -5.36
C11 2.69 -3.80 -4.34
C12 2.83 -4.32 -2.86
C13 4.20 -4.27 -2.14
C14 4.73 -2.85 -2.33
C15 4.91 -2.33 -3.78
N2 3.55 -2.54 -4.53
O2 3.56 -1.87 -5.78
C16 6.08 -3.08 -4.47
C17 5.09 -0.80 -3.65
C18 1.16 -3.32 -4.57
H19 3.28 -4.37 -6.35
H20 2.45 -5.58 -5.43
H21 4.21 -5.30 -5.24
H22 2.40 -5.30 -2.67
H23 2.09 -3.73 -2.31
H24 4.80 -5.10 -2.50
H25 4.13 -4.53 -1.09
H26 5.57 -2.74 -1.65
H27 3.99 -2.23 -1.82
H28 5.97 -4.17 -4.47
H29 7.05 -2.75 -4.10
H30 6.18 -2.75 -5.51
H31 4.31 -0.33 -3.04
H32 5.11 -0.39 -4.65
H33 6.04 -0.45 -3.25
H34 0.48 -4.15 -4.37
H35 1.00 -2.85 -5.54
H36 0.84 -2.61 -3.81
C19 -0.19 -1.25 0.72
C20 -1.18 -0.37 0.43
C21 -1.06 0.63 -0.68
O3 -1.99 1.49 -0.97
C22 -0.03 0.67 -1.53
C23 1.06 -0.25 -1.41
C24 1.05 -1.27 -0.13
O4 2.04 -1.96 0.20
O5 1.97 -0.25 -2.23
O6 -2.25 -0.57 1.13
H37 -0.14 -2.06 1.45
H38 0.06 1.46 -2.26
C25 2.28 -5.03 1.79
N3 2.53 -5.82 3.02
O7 1.60 -6.18 3.68
O8 3.68 -5.90 3.37
H39 1.20 -4.87 1.68
H40 2.73 -5.57 0.97
H41 2.68 -4.02 1.93
C26 -5.31 0.92 -1.37
N4 -5.70 2.34 -1.19
O9 -5.75 2.72 -0.02
O10 -6.09 3.06 -2.15
H42 -6.09 0.45 -1.97
H43 -5.28 0.47 -0.38
H44 -4.30 0.84 -1.76
C27 -5.28 -0.68 2.27
N5 -5.65 -0.59 3.74
O11 -6.15 0.40 4.23
O12 -5.53 -1.61 4.41
H45 -6.21 -0.90 1.74
H46 -4.65 -1.56 2.15
H47 -4.84 0.28 2.02
C28 -2.42 3.89 -3.15
N6 -1.74 4.70 -4.19
O13 -2.40 5.58 -4.67
O14 -0.60 4.41 -4.44
H48 -2.17 4.32 -2.18
H49 -1.98 2.89 -3.18
H50 -3.51 3.82 -3.18
C29 1.60 3.40 -1.01
N7 0.68 4.34 -0.30
O15 0.86 4.50 0.90
O16 -0.03 5.02 -1.02
H51 1.26 3.36 -2.05
H52 1.48 2.46 -0.49
H53 2.64 3.73 -0.94
Br1 4.26 -2.83 4.50
C30 3.16 -1.19 4.66
C31 2.50 -0.91 3.31
Br2 1.82 0.96 3.23
H54 3.80 -0.39 5.02
H55 2.47 -1.23 5.51
H56 1.80 -1.66 2.95
H57 3.17 -0.90 2.46
Br3 -0.80 -0.17 -6.25
C32 0.24 1.03 -5.09
C33 1.47 1.38 -5.95
Br4 2.73 2.60 -5.05
H58 0.42 0.49 -4.16
H59 -0.37 1.87 -4.76
H60 1.33 1.62 -7.00
H61 1.94 0.42 -6.17
Br5 -4.12 -4.58 1.83
C34 -2.73 -5.15 0.45
C35 -1.66 -4.12 0.43
Br6 -0.47 -4.34 -1.17
H62 -3.31 -5.32 -0.46
H63 -2.39 -6.17 0.61
H64 -0.98 -4.05 1.28
H65 -2.11 -3.13 0.47
Br7 6.97 -0.06 -0.31
C36 5.27 -0.36 0.58
C37 4.23 0.73 0.24
Br8 4.70 2.46 1.21
H66 5.54 -0.46 1.63
H67 4.93 -1.29 0.13
H68 3.23 0.54 0.64
H69 4.18 1.00 -0.81
Br9 -2.20 0.11 6.29
C38 -2.17 -1.81 5.74
C39 -1.47 -1.86 4.40
Br10 -1.03 -3.76 3.93
H70 -3.21 -2.15 5.76
H71 -1.58 -2.29 6.52
H72 -0.51 -1.34 4.42
H73 -2.10 -1.47 3.60

***

Below is a 13-piece molecular cluster, C39H74F6O25 overall, with properties calculated with ωB97M-V with the def2-TZVPD basis set.

## Properties
* HOMO-LUMO gap: 0.3672 Eh
* LUMO level: 0.1 eV
* DFT total energy: -4010.68038 Eh
* charge: 0

Cartesian coordinates (Å):
C1 3.21 1.43 -3.03
C2 3.25 1.35 -4.60
C3 4.45 0.48 -5.03
O1 2.01 0.75 -4.99
H1 4.12 1.93 -2.72
H2 3.07 0.38 -2.69
H3 2.34 2.02 -2.73
H4 3.36 2.33 -5.07
H5 4.56 0.51 -6.13
H6 4.28 -0.58 -4.79
H7 5.35 0.73 -4.55
H8 2.05 0.55 -5.92
C4 4.30 3.46 0.85
C5 4.45 1.92 0.79
C6 5.31 1.42 1.95
O2 3.14 1.31 0.82
H9 3.69 3.79 0.00
H10 5.29 3.95 0.76
H11 3.88 3.80 1.83
H12 4.99 1.53 -0.05
H13 5.54 0.35 1.90
H14 4.75 1.57 2.85
H15 6.28 1.94 1.92
H16 3.10 0.55 1.42
C7 -0.50 -2.91 -4.64
C8 0.99 -2.98 -4.36
C9 1.95 -3.18 -5.51
O3 1.34 -1.71 -3.66
H17 -0.73 -2.19 -5.45
H18 -1.01 -2.68 -3.73
H19 -0.74 -3.91 -4.95
H20 1.11 -3.75 -3.57
H21 2.97 -3.10 -5.17
H22 1.66 -2.46 -6.27
H23 1.91 -4.19 -5.97
H24 1.74 -1.06 -4.29
C10 -3.26 1.10 -3.80
C11 -1.96 0.97 -4.66
C12 -2.04 1.55 -6.02
O4 -0.88 1.65 -3.97
H25 -4.06 0.49 -4.20
H26 -3.60 2.13 -3.61
H27 -3.11 0.67 -2.80
H28 -1.78 -0.12 -4.80
H29 -2.75 1.04 -6.73
H30 -1.10 1.52 -6.57
H31 -2.42 2.58 -5.93
H32 -0.02 1.46 -4.40
C13 4.93 -1.55 -0.74
C14 4.81 -2.67 -1.77
C15 4.09 -3.88 -1.24
O5 4.16 -2.27 -2.98
H33 5.52 -1.93 0.09
H34 3.90 -1.32 -0.43
H35 5.38 -0.63 -1.09
H36 5.78 -2.92 -2.17
H37 3.15 -3.59 -0.72
H38 4.75 -4.43 -0.60
H39 3.83 -4.60 -2.01
H40 3.20 -2.27 -2.96
C16 -2.37 4.81 -0.01
C17 -1.95 3.76 -1.02
C18 -0.56 3.93 -1.64
O6 -1.97 2.44 -0.38
H41 -2.07 5.80 -0.31
H42 -1.78 4.69 0.92
H43 -3.43 4.79 0.25
H44 -2.62 3.62 -1.85
H45 -0.38 3.13 -2.30
H46 0.15 3.90 -0.85
H47 -0.47 4.84 -2.16
H48 -1.70 2.46 0.55
C19 -0.32 2.39 3.04
C20 0.10 2.82 4.51
C21 1.38 3.55 4.48
O7 -0.96 3.63 5.01
H49 0.34 1.60 2.68
H50 -0.32 3.27 2.43
H51 -1.34 1.95 3.15
H52 0.20 1.89 5.10
H53 2.31 3.00 4.15
H54 1.61 3.95 5.46
H55 1.28 4.41 3.82
H56 -0.92 3.68 5.94
C22 0.94 -1.09 4.06
C23 2.16 -1.73 3.40
O8 3.23 -1.24 4.12
C24 2.89 -0.15 4.77
O9 3.69 0.74 5.10
O10 1.58 -0.14 4.93
F1 2.28 -1.17 2.09
H57 0.25 -1.73 4.60
H58 0.32 -0.64 3.28
H59 2.22 -2.82 3.25
C25 -4.49 1.85 6.05
C26 -3.84 1.65 4.70
O11 -2.68 0.97 5.03
C27 -2.42 0.98 6.31
O12 -1.55 0.45 6.83
O13 -3.34 1.74 6.93
F2 -3.39 2.82 4.20
H60 -5.14 1.02 6.24
H61 -4.94 2.82 6.20
H62 -4.55 1.13 4.06
C28 -4.33 -3.36 1.47
C29 -4.42 -2.26 2.57
O14 -3.05 -2.11 2.96
C30 -2.33 -3.19 2.58
O15 -1.20 -3.35 2.82
O16 -3.06 -4.00 1.78
F3 -5.15 -2.77 3.66
H63 -4.27 -2.98 0.45
H64 -5.13 -4.11 1.50
H65 -4.78 -1.35 2.19
C31 0.25 -0.32 -0.38
C32 -0.62 -1.03 -1.41
O17 -1.92 -0.66 -0.96
C33 -1.97 -0.17 0.29
O18 -2.99 -0.09 0.92
O19 -0.69 0.00 0.70
F4 -0.63 -2.43 -1.32
H66 0.65 0.62 -0.77
H67 1.02 -0.90 0.05
H68 -0.48 -0.70 -2.46
C34 -0.09 -5.26 0.57
C35 -0.68 -6.42 1.38
O20 -0.10 -6.17 2.68
C36 0.89 -5.29 2.64
O21 1.66 -5.09 3.50
O22 0.89 -4.66 1.43
F5 -0.08 -7.59 0.97
H69 -0.91 -4.54 0.36
H70 0.31 -5.58 -0.41
H71 -1.75 -6.34 1.37
C37 -5.17 1.29 -0.78
C38 -5.79 2.54 -0.14
O23 -5.88 2.16 1.23
C39 -5.92 0.83 1.33
O24 -6.13 0.21 2.32
O25 -5.75 0.26 0.05
F6 -7.08 2.68 -0.54
H72 -4.11 1.36 -0.65
H73 -5.37 1.19 -1.86
H74 -5.26 3.46 -0.33